1.
The following is a DFT calculation (ωB97M-V with the def2-TZVPD basis set) of 11 unconnected molecules or ions with the total composition H21O11 at a distorted geometry.

Properties
spin multiplicity = 2
lowest unoccupied orbital energy (spin up / spin down) = -0.54 / -5.35 eV
ΔE to the lowest compared entry with this formula, charge and spin = 207.5 kJ/mol

Element x y z (Å)
1 O 3.8349 0.4132 0.9008
2 H 3.6608 -0.3811 1.3546
3 H 2.9609 0.7824 1.0020
4 O 1.8018 -1.9074 2.9731
5 H 1.4500 -1.0396 2.5967
6 H 1.1992 -1.8877 3.8067
7 O -2.3771 2.7984 -0.8383
8 H -3.9428 0.0467 2.1141
9 H -2.6100 -0.1933 -2.3387
10 O -0.6360 1.0756 0.2955
11 H -1.1844 1.6817 0.7025
12 H -0.3447 -0.5625 -1.0761
13 O 3.1433 0.7062 -3.7922
14 H 0.1579 -0.9680 1.3919
15 H 0.6930 1.8318 -0.0355
16 O -2.1223 -0.6184 -3.0182
17 H -1.4860 -1.0901 -2.5251
18 H 1.1604 3.1525 0.4294
19 O 1.5308 2.3972 0.0129
20 H -2.1891 2.8145 -1.7865
21 O -3.4586 0.9522 1.8947
22 H -2.0352 1.8822 -0.5234
23 H -4.1698 1.2388 1.2082
24 O -0.7255 -4.5187 -0.1391
25 H -0.9065 -4.6468 0.7604
26 H 0.0346 -3.9030 -0.1339
27 O -0.1348 -0.4251 2.2820
28 H 3.0952 1.5919 -3.2568
29 H -0.5315 0.3440 1.7768
30 O 0.3290 -1.0842 -1.2115
31 H 2.7631 0.2139 -2.9939
32 H 1.0394 -0.6972 -1.8334


2.
The following is a DFT calculation (ωB97M-V with the def2-TZVPD basis set) of a molecular structure, H22HfO12 at a distorted geometry.

Properties
lowest unoccupied orbital energy = -8.63 eV
ΔE to the lowest compared entry with this formula, charge and spin = 122.0 kJ/mol
charge = +2

Element x y z (Å)
1 Hf 1.8448 -0.7781 0.6277
2 O 0.2148 0.2339 0.2647
3 H -0.4192 0.3039 -0.5143
4 O 2.5718 0.5249 1.8887
5 H 3.1738 0.4929 2.6827
6 O 2.8278 -0.0451 -1.0583
7 H 3.0908 -0.4811 -1.9283
8 H 3.4608 0.7239 -1.0003
9 O -1.3152 -2.1361 -1.5813
10 H -2.1432 -1.8471 -1.2483
11 H -1.3982 -1.9061 -2.5053
12 O 0.7558 2.5009 2.4407
13 H -0.1372 2.1139 2.5027
14 H 1.4858 1.8969 2.4857
15 O 1.0198 -1.8181 2.2777
16 H 0.0988 -1.8511 2.4677
17 H 1.4708 -2.5691 2.6987
18 O -3.3562 -0.9491 0.3027
19 H -3.9392 -0.6111 1.0397
20 H -3.1212 -0.2051 -0.1993
21 O 0.2178 2.7819 -0.6513
22 H 0.2078 3.2949 0.1017
23 H 0.2158 1.9289 -0.2513
24 O 0.2908 0.0659 -2.8223
25 H 0.3798 0.9599 -3.0993
26 H 0.5518 -0.4121 -3.6253
27 O -2.1262 0.6879 -1.4803
28 H -2.1172 1.6499 -1.6503
29 H -1.5822 0.3509 -2.2153
30 O 1.0188 -2.3341 -0.5703
31 H 0.1268 -2.1811 -0.9343
32 H 1.0388 -3.2341 -0.2473
33 O -1.7792 1.1789 1.9107
34 H -1.1992 0.9059 1.1487
35 H -1.4312 0.7609 2.7407


3.
The following is a DFT calculation (ωB97M-V with the def2-TZVPD basis set) of a molecular structure, H22KrO11.

Properties
lowest unoccupied orbital energy = -0.34 eV
ΔE to the lowest compared entry with this formula, charge and spin = 87.3 kJ/mol

Element x y z (Å)
1 Kr 15.9998 -16.6027 -4.7862
2 O 17.4740 -13.1070 -5.2445
3 H 17.4235 -13.5266 -4.3856
4 H 18.0623 -13.6670 -5.7509
5 O 18.9020 -18.5166 -5.1496
6 H 19.7354 -18.9496 -5.3343
7 H 19.1486 -17.6560 -4.8108
8 O 15.1552 -17.4110 -1.1466
9 H 15.2499 -18.2771 -1.5431
10 H 14.6468 -16.9096 -1.7841
11 O 14.1008 -15.0936 -2.5358
12 H 14.0139 -14.6975 -1.6688
13 H 13.4748 -14.6172 -3.0812
14 O 13.6639 -15.3941 -7.8989
15 H 14.2320 -16.1373 -8.1016
16 H 13.9921 -15.0620 -7.0633
17 O 13.9014 -19.9675 -7.1461
18 H 14.4540 -19.6860 -6.4170
19 H 13.0166 -19.7050 -6.8919
20 O 19.2148 -14.7788 -6.4568
21 H 18.8985 -15.4087 -7.1043
22 H 20.0491 -14.4698 -6.8101
23 O 19.6994 -16.0040 -3.9970
24 H 20.6213 -16.0612 -4.2483
25 H 19.2456 -15.7592 -4.8034
26 O 14.6958 -13.2988 -6.1285
27 H 15.5826 -13.5012 -5.8306
28 H 14.4144 -12.5744 -5.5696
29 O 16.7607 -20.3967 -4.5743
30 H 17.3766 -19.6900 -4.7679
31 H 16.0362 -19.9661 -4.1207
32 O 17.6154 -13.8240 -2.6069
33 H 18.4446 -13.3596 -2.4931
34 H 16.9458 -13.1468 -2.5101


4.
The following is a DFT calculation (ωB97M-V with the def2-TZVPD basis set) of a molecular structure, H22Mg3O31S5 at a distorted geometry.

Properties
lowest unoccupied orbital energy = 5.89 eV
ΔE to the lowest compared entry with this formula, charge and spin = 309.8 kJ/mol
charge = -4

Element x y z (Å)
1 Mg -0.5025 3.2030 0.6747
2 Mg 0.7340 -1.6117 2.7194
3 Mg 0.5771 0.2962 -2.9302
4 S 2.0133 3.5623 2.7043
5 O 0.8219 3.0424 1.9805
6 O 3.1571 3.6884 1.8363
7 O 1.6593 4.8822 3.2931
8 O 2.2285 2.5778 3.8145
9 S 2.9977 -1.6538 -4.1102
10 O 4.4163 -1.3998 -3.8683
11 O 2.7116 -1.2960 -5.5027
12 O 2.4959 -3.0384 -3.9015
13 O 2.1827 -0.7988 -3.1927
14 S 1.5467 3.2593 -1.9294
15 O 2.8202 3.5801 -1.3079
16 O 0.5220 3.5565 -0.8760
17 O 1.2572 4.0037 -3.1810
18 O 1.5185 1.8114 -2.2675
19 S -0.5592 -0.1026 0.1001
20 O -1.9462 -0.6106 0.1301
21 O -0.0606 -0.4088 -1.2760
22 O -0.5680 1.3408 0.2927
23 O 0.1599 -0.6966 1.2408
24 S 2.7170 -3.9468 1.4833
25 O 1.9588 -2.7882 1.9675
26 O 3.6206 -4.3544 2.5675
27 O 1.8406 -5.0320 0.9979
28 O 3.4507 -3.5899 0.2605
29 O -0.1466 -1.2846 -3.9629
30 H 0.4133 -1.9977 -4.3304
31 H -1.0115 -1.4015 -4.3693
32 O -0.8217 -2.8473 2.5865
33 H -1.3171 -3.4289 3.1666
34 H -1.3240 -2.8374 1.7572
35 O -1.6984 2.5864 2.3804
36 H -2.4772 2.0301 2.2055
37 H -2.0240 3.2903 2.9527
38 O -0.5802 -0.4021 3.8182
39 H -0.7000 0.4843 3.4429
40 H -0.6215 -0.2757 4.7708
41 O 2.1312 0.0276 3.1040
42 H 2.2351 1.0094 2.9959
43 H 2.9712 -0.2632 3.4703
44 O 0.5906 -3.0312 -1.4879
45 H -0.1094 -3.1706 -0.8496
46 H 0.4566 -2.1260 -1.8098
47 O -3.4343 -0.1294 -1.9520
48 H -2.7536 -0.2632 -1.2378
49 H -3.8997 -0.9672 -2.0025
50 O -3.4965 0.7240 1.9122
51 H -4.3266 0.3100 1.6674
52 H -2.8722 0.4657 1.1975
53 O -2.1684 3.5419 -0.3813
54 H -2.7733 2.9678 -0.8603
55 H -2.1365 4.3586 -0.8949
56 O -1.1849 1.2989 -2.9306
57 H -1.9371 0.7932 -2.5873
58 H -1.4830 2.2113 -2.9530
59 O -2.2053 -3.2704 0.0598
60 H -2.7319 -3.5780 -0.6814
61 H -2.3344 -2.3008 0.0835


5.
The following is a DFT calculation (ωB97M-V with the def2-TZVPD basis set) of 10 unconnected molecules or ions with the total composition H22NO9 at a distorted geometry.

Properties
lowest unoccupied orbital energy = -2.81 eV
ΔE to the lowest compared entry with this formula, charge and spin = 346.4 kJ/mol
charge = +1

Element x y z (Å)
1 N 0.0083 -0.4289 0.3831
2 H 0.0465 0.3299 -0.1924
3 H 0.3443 -1.2695 -0.2351
4 H -0.8221 -0.6343 0.8026
5 H 0.7131 -0.4503 1.1313
6 O 0.9922 -2.9892 1.7682
7 H 1.8470 -2.9904 2.0842
8 H 0.7902 -3.8896 1.5656
9 O -1.3561 -2.8639 -0.6064
10 H -1.3871 -2.7923 -1.4930
11 H -1.8071 -3.7465 -0.5256
12 O 2.8898 0.9740 0.5971
13 H 3.1341 1.6025 -0.0228
14 H 3.0802 1.3916 1.4588
15 O -0.0915 1.5032 -2.7243
16 H 0.4866 1.0374 -3.5166
17 H -1.0381 1.2341 -2.8564
18 O -3.2373 0.6375 -0.2184
19 H -3.6966 1.3371 -0.6869
20 H -3.5112 0.4713 0.6370
21 O -1.0065 -0.0877 3.7231
22 H -0.6409 -0.3484 4.6340
23 H -1.7016 0.6307 3.9441
24 O -0.2728 2.8068 1.1726
25 H 0.3459 3.1950 1.8512
26 H -0.3257 3.2409 0.2770
27 O 0.6200 -2.1329 -3.1379
28 H 1.2253 -2.4816 -2.4909
29 H -0.1389 -2.8084 -3.3188
30 O 1.2833 3.3516 -1.1494
31 H 2.2248 3.5755 -1.2953
32 H 1.0018 2.5949 -1.5598


6.
The following is a DFT calculation (ωB97M-V with the def2-TZVPD basis set) of 11 unconnected molecules or ions with the total composition H22O11 at a distorted geometry.

Properties
SMILES string = O.O.O.O.O.O.O.O.O.O.O
lowest unoccupied orbital energy = -0.19 eV
ΔE to the lowest compared entry with this formula, charge and spin = 566.4 kJ/mol

Element x y z (Å)
1 H 1.5145 -0.5771 0.0587
2 H 0.2572 -0.4102 0.7712
3 H -2.6211 1.3780 -1.8546
4 H -4.0282 1.3362 -2.4269
5 H 1.0540 1.4011 -1.2480
6 H 1.9958 2.5094 -1.1437
7 H 2.4061 -3.8502 -2.5371
8 H 2.6896 -3.5293 -1.0508
9 H 0.3197 2.6458 2.2396
10 H -0.1807 2.9790 3.5925
11 H 1.0442 1.0091 2.5082
12 H 1.9212 2.2820 2.3710
13 H -1.8210 2.7934 -2.0626
14 H -1.3001 4.2184 -2.0666
15 H -2.5357 -4.8752 -0.2116
16 H -1.5348 -4.3992 0.9636
17 H 4.3781 1.9037 -1.0272
18 H 4.1103 0.8452 -0.0946
19 H -2.3279 -0.9524 0.6972
20 H -3.4177 -1.7635 1.6252
21 H -0.8491 -2.5427 0.7527
22 H -0.3946 -2.0739 -0.5658
23 O 0.6503 -0.0439 -0.0271
24 O -3.1914 1.1019 -2.6103
25 O 1.6188 1.8817 -0.5512
26 O 2.3274 -4.1457 -1.6047
27 O -0.0171 2.2602 2.9715
28 O 1.6853 1.4669 1.8863
29 O -1.7991 3.6083 -1.5172
30 O -2.4420 -4.6916 0.7313
31 O 4.3336 1.8337 -0.0880
32 O -2.6601 -1.1752 1.6121
33 O -1.1855 -2.4239 -0.0928


Copy entry 4 word for word.
The following is a DFT calculation (ωB97M-V with the def2-TZVPD basis set) of a molecular structure, H22Mg3O31S5 at a distorted geometry.

Properties
lowest unoccupied orbital energy = 5.89 eV
ΔE to the lowest compared entry with this formula, charge and spin = 309.8 kJ/mol
charge = -4

Element x y z (Å)
1 Mg -0.5025 3.2030 0.6747
2 Mg 0.7340 -1.6117 2.7194
3 Mg 0.5771 0.2962 -2.9302
4 S 2.0133 3.5623 2.7043
5 O 0.8219 3.0424 1.9805
6 O 3.1571 3.6884 1.8363
7 O 1.6593 4.8822 3.2931
8 O 2.2285 2.5778 3.8145
9 S 2.9977 -1.6538 -4.1102
10 O 4.4163 -1.3998 -3.8683
11 O 2.7116 -1.2960 -5.5027
12 O 2.4959 -3.0384 -3.9015
13 O 2.1827 -0.7988 -3.1927
14 S 1.5467 3.2593 -1.9294
15 O 2.8202 3.5801 -1.3079
16 O 0.5220 3.5565 -0.8760
17 O 1.2572 4.0037 -3.1810
18 O 1.5185 1.8114 -2.2675
19 S -0.5592 -0.1026 0.1001
20 O -1.9462 -0.6106 0.1301
21 O -0.0606 -0.4088 -1.2760
22 O -0.5680 1.3408 0.2927
23 O 0.1599 -0.6966 1.2408
24 S 2.7170 -3.9468 1.4833
25 O 1.9588 -2.7882 1.9675
26 O 3.6206 -4.3544 2.5675
27 O 1.8406 -5.0320 0.9979
28 O 3.4507 -3.5899 0.2605
29 O -0.1466 -1.2846 -3.9629
30 H 0.4133 -1.9977 -4.3304
31 H -1.0115 -1.4015 -4.3693
32 O -0.8217 -2.8473 2.5865
33 H -1.3171 -3.4289 3.1666
34 H -1.3240 -2.8374 1.7572
35 O -1.6984 2.5864 2.3804
36 H -2.4772 2.0301 2.2055
37 H -2.0240 3.2903 2.9527
38 O -0.5802 -0.4021 3.8182
39 H -0.7000 0.4843 3.4429
40 H -0.6215 -0.2757 4.7708
41 O 2.1312 0.0276 3.1040
42 H 2.2351 1.0094 2.9959
43 H 2.9712 -0.2632 3.4703
44 O 0.5906 -3.0312 -1.4879
45 H -0.1094 -3.1706 -0.8496
46 H 0.4566 -2.1260 -1.8098
47 O -3.4343 -0.1294 -1.9520
48 H -2.7536 -0.2632 -1.2378
49 H -3.8997 -0.9672 -2.0025
50 O -3.4965 0.7240 1.9122
51 H -4.3266 0.3100 1.6674
52 H -2.8722 0.4657 1.1975
53 O -2.1684 3.5419 -0.3813
54 H -2.7733 2.9678 -0.8603
55 H -2.1365 4.3586 -0.8949
56 O -1.1849 1.2989 -2.9306
57 H -1.9371 0.7932 -2.5873
58 H -1.4830 2.2113 -2.9530
59 O -2.2053 -3.2704 0.0598
60 H -2.7319 -3.5780 -0.6814
61 H -2.3344 -2.3008 0.0835


> Which of these has the lowest ΔE to the lowest compared entry with this formula, charge and spin?

H22KrO11